{
  "formula": "C72H168N6O26P2",
  "method": "ωB97M-V with the def2-TZVPD basis set",
  "symbols": ["C", "O", "C", "C", "O", "C", "H", "H", "H", "H", "H", "H", "H", "H", "H", "H", "C", "O", "C", "C", "O", "C", "H", "H", "H", "H", "H", "H", "H", "H", "H", "H", "C", "O", "C", "C", "O", "C", "H", "H", "H", "H", "H", "H", "H", "H", "H", "H", "C", "O", "C", "C", "O", "C", "H", "H", "H", "H", "H", "H", "H", "H", "H", "H", "C", "O", "C", "C", "O", "C", "H", "H", "H", "H", "H", "H", "H", "H", "H", "H", "C", "O", "C", "C", "O", "C", "H", "H", "H", "H", "H", "H", "H", "H", "H", "H", "C", "C", "O", "C", "H", "H", "H", "H", "H", "H", "C", "C", "O", "C", "H", "H", "H", "H", "H", "H", "C", "C", "O", "C", "H", "H", "H", "H", "H", "H", "C", "C", "O", "C", "H", "H", "H", "H", "H", "H", "C", "C", "O", "C", "H", "H", "H", "H", "H", "H", "C", "C", "O", "C", "H", "H", "H", "H", "H", "H", "C", "C", "O", "C", "H", "H", "H", "H", "H", "H", "C", "C", "O", "C", "H", "H", "H", "H", "H", "H", "C", "C", "O", "C", "H", "H", "H", "H", "H", "H", "C", "C", "O", "C", "H", "H", "H", "H", "H", "H", "C", "C", "O", "C", "H", "H", "H", "H", "H", "H", "C", "C", "O", "C", "H", "H", "H", "H", "H", "H", "O", "P", "N", "C", "C", "N", "C", "C", "N", "C", "C", "H", "H", "H", "H", "H", "H", "H", "H", "H", "H", "H", "H", "H", "H", "H", "H", "H", "H", "O", "P", "N", "C", "C", "N", "C", "C", "N", "C", "C", "H", "H", "H", "H", "H", "H", "H", "H", "H", "H", "H", "H", "H", "H", "H", "H", "H", "H"],
  "positions_angstrom": [[-2.727, 0.053, -6.289], [-2.659, -0.590, -4.986], [-2.952, 0.370, -3.968], [-2.941, -0.321, -2.689], [-4.210, -0.885, -2.527], [-4.499, -1.307, -1.197], [-2.787, -0.789, -6.981], [-1.913, 0.774, -6.382], [-3.625, 0.626, -6.284], [-3.882, 0.869, -4.167], [-2.172, 1.149, -4.081], [-2.791, 0.376, -1.890], [-2.240, -1.151, -2.718], [-4.087, -2.241, -0.866], [-5.582, -1.469, -1.244], [-4.283, -0.505, -0.472], [-0.421, 7.487, -8.167], [-0.080, 6.897, -6.899], [1.259, 6.960, -6.628], [1.527, 6.277, -5.339], [1.304, 4.876, -5.449], [1.422, 4.298, -4.201], [-0.086, 6.880, -8.978], [-0.134, 8.537, -8.230], [-1.448, 7.498, -8.197], [1.667, 7.976, -6.641], [1.829, 6.284, -7.369], [0.993, 6.832, -4.529], [2.614, 6.499, -5.243], [1.445, 3.140, -4.318], [0.582, 4.574, -3.487], [2.426, 4.577, -3.763], [1.534, -5.285, 0.804], [2.525, -4.339, 0.403], [2.752, -3.339, 1.348], [3.431, -3.869, 2.650], [2.416, -4.051, 3.649], [3.050, -4.177, 4.910], [0.506, -4.899, 0.750], [1.706, -5.658, 1.788], [1.633, -6.099, 0.112], [1.807, -2.842, 1.670], [3.448, -2.674, 0.879], [4.178, -3.143, 2.966], [3.932, -4.819, 2.494], [2.285, -4.158, 5.679], [3.750, -3.412, 5.028], [3.691, -5.038, 5.095], [3.615, -0.409, 4.522], [3.727, -0.045, 3.146], [5.022, -0.084, 2.625], [5.107, 0.382, 1.226], [4.593, -0.626, 0.363], [3.311, -0.393, -0.197], [4.154, -1.356, 4.733], [2.560, -0.580, 4.753], [4.082, 0.414, 5.055], [5.463, -1.102, 2.652], [5.614, 0.671, 3.226], [6.143, 0.513, 0.939], [4.748, 1.366, 1.060], [3.352, 0.320, -0.990], [2.588, -0.076, 0.592], [2.994, -1.291, -0.686], [-1.611, -4.834, 2.464], [-2.502, -4.896, 3.577], [-2.046, -5.495, 4.740], [-1.980, -4.366, 5.796], [-0.821, -3.531, 5.352], [-0.130, -2.940, 6.407], [-2.248, -4.756, 1.598], [-1.115, -5.812, 2.424], [-0.948, -4.011, 2.621], [-1.080, -6.001, 4.632], [-2.742, -6.338, 5.001], [-1.869, -4.725, 6.827], [-2.920, -3.851, 5.710], [0.683, -2.418, 5.969], [0.342, -3.728, 7.049], [-0.840, -2.279, 6.931], [0.138, 3.565, 6.638], [0.406, 2.508, 5.703], [-0.037, 2.845, 4.419], [0.340, 1.801, 3.376], [-0.495, 0.685, 3.526], [-0.062, -0.388, 4.310], [-0.903, 3.925, 6.619], [0.772, 4.409, 6.447], [0.308, 3.200, 7.655], [0.358, 3.791, 4.084], [-1.116, 2.952, 4.369], [1.388, 1.626, 3.478], [0.272, 2.182, 2.373], [0.675, -0.984, 3.834], [-0.876, -1.096, 4.344], [0.262, -0.030, 5.302], [-5.606, -3.330, 2.934], [-4.757, -2.088, 2.661], [-5.067, -1.325, 1.741], [-3.604, -1.835, 3.488], [-6.396, -3.451, 2.216], [-5.984, -3.174, 3.997], [-5.054, -4.272, 2.953], [-3.140, -0.925, 3.138], [-2.881, -2.651, 3.558], [-4.034, -1.656, 4.478], [-1.368, 3.253, -1.614], [-2.127, 3.423, -0.317], [-1.630, 3.915, 0.687], [-3.475, 2.742, -0.324], [-0.942, 2.266, -1.727], [-0.472, 3.860, -1.624], [-2.004, 3.562, -2.477], [-3.902, 3.001, -1.280], [-4.127, 2.991, 0.535], [-3.259, 1.720, -0.437], [-4.098, -3.981, -3.951], [-2.627, -3.898, -3.580], [-2.314, -4.011, -2.414], [-1.510, -3.862, -4.592], [-4.258, -4.633, -4.837], [-4.520, -2.946, -4.060], [-4.581, -4.394, -3.117], [-1.774, -3.226, -5.402], [-1.268, -4.867, -4.887], [-0.584, -3.490, -4.137], [2.141, 5.362, 0.000], [2.485, 3.958, -0.442], [3.191, 3.754, -1.390], [1.738, 2.857, 0.295], [1.233, 5.854, -0.455], [2.981, 5.997, -0.247], [1.974, 5.382, 1.051], [2.357, 2.594, 1.199], [1.788, 1.997, -0.333], [0.696, 3.093, 0.624], [5.249, 3.486, -4.838], [4.933, 2.287, -4.030], [4.143, 1.460, -4.469], [5.605, 2.088, -2.727], [4.473, 3.759, -5.594], [6.246, 3.328, -5.272], [5.409, 4.387, -4.153], [6.668, 1.668, -2.843], [5.034, 1.480, -2.079], [5.743, 3.070, -2.220], [0.058, -7.533, -3.706], [1.077, -7.059, -2.643], [1.778, -7.839, -2.039], [1.135, -5.601, -2.550], [0.125, -6.794, -4.512], [-0.964, -7.698, -3.315], [0.294, -8.525, -4.133], [0.159, -5.189, -2.617], [1.616, -5.309, -3.502], [1.770, -5.227, -1.671], [0.867, -0.454, -4.994], [1.831, -1.554, -5.303], [1.758, -2.670, -4.801], [2.980, -1.360, -6.345], [-0.166, -0.841, -5.035], [1.021, 0.408, -5.675], [1.037, -0.128, -4.024], [3.808, -0.748, -6.004], [2.636, -0.878, -7.288], [3.388, -2.336, -6.552], [-1.794, -6.935, -0.491], [-3.247, -6.730, -0.761], [-3.830, -7.343, -1.600], [-3.922, -5.625, -0.060], [-1.730, -7.343, 0.539], [-1.155, -6.046, -0.378], [-1.444, -7.674, -1.200], [-3.912, -5.609, 1.064], [-5.004, -5.683, -0.295], [-3.558, -4.643, -0.434], [-1.365, 3.652, -8.188], [-2.425, 4.060, -7.169], [-3.538, 4.333, -7.487], [-2.016, 4.112, -5.715], [-1.775, 3.511, -9.197], [-0.886, 2.729, -7.820], [-0.553, 4.418, -8.269], [-1.044, 4.657, -5.701], [-1.724, 3.091, -5.422], [-2.697, 4.558, -4.980], [0.529, -2.217, -1.249], [-0.105, -1.195, -0.385], [-0.089, -0.009, -0.670], [-1.020, -1.619, 0.760], [1.440, -2.021, -1.771], [-0.256, -2.573, -1.988], [0.690, -3.097, -0.664], [-0.350, -1.753, 1.593], [-1.610, -2.510, 0.717], [-1.603, -0.684, 0.963], [3.795, 3.411, 4.548], [4.326, 4.277, 3.437], [4.412, 3.806, 2.300], [4.480, 5.772, 3.756], [4.520, 3.374, 5.362], [3.732, 2.370, 4.189], [2.824, 3.830, 4.868], [4.490, 5.865, 4.872], [3.579, 6.228, 3.329], [5.348, 6.179, 3.233], [-2.190, 6.416, 5.064], [-2.070, 7.626, 4.152], [-2.223, 8.748, 4.561], [-1.978, 7.261, 2.730], [-2.070, 6.752, 6.069], [-1.677, 5.529, 4.823], [-3.224, 6.098, 5.024], [-2.626, 6.457, 2.491], [-0.913, 6.977, 2.490], [-2.134, 8.158, 2.086], [7.869, -4.550, -2.802], [6.702, -4.402, -1.849], [5.390, -3.570, -2.426], [4.611, -4.172, -3.531], [5.375, -2.112, -2.371], [7.160, -3.769, -0.442], [6.228, -3.958, 0.641], [8.447, -3.053, -0.367], [5.943, -5.877, -1.662], [4.597, -6.120, -1.057], [6.688, -7.137, -1.852], [4.865, -5.245, -3.508], [4.914, -3.796, -4.496], [3.516, -3.971, -3.328], [4.345, -1.778, -2.427], [5.895, -1.669, -3.288], [5.804, -1.761, -1.445], [6.521, -4.798, 1.284], [6.177, -3.135, 1.326], [5.275, -4.130, 0.210], [9.109, -3.496, -1.123], [8.347, -1.946, -0.642], [8.788, -3.271, 0.630], [4.725, -6.625, -0.111], [4.041, -5.205, -1.010], [4.082, -6.859, -1.709], [7.517, -7.106, -2.604], [5.998, -7.926, -2.182], [7.017, -7.490, -0.844], [-5.769, 4.771, 5.524], [-6.554, 4.237, 4.388], [-8.090, 3.631, 4.543], [-9.303, 4.399, 4.499], [-8.113, 2.633, 5.684], [-5.834, 2.782, 3.903], [-6.470, 1.816, 2.970], [-4.366, 2.606, 4.109], [-6.694, 5.366, 3.153], [-6.144, 6.725, 3.307], [-7.331, 5.067, 1.879], [-10.175, 3.709, 4.357], [-9.276, 4.957, 3.587], [-9.460, 5.083, 5.345], [-7.191, 2.098, 5.823], [-8.866, 1.881, 5.440], [-8.313, 3.096, 6.659], [-7.541, 1.930, 3.031], [-6.105, 1.899, 1.885], [-6.194, 0.858, 3.340], [-3.886, 3.364, 4.758], [-4.207, 1.592, 4.394], [-3.840, 2.568, 3.132], [-5.237, 6.871, 2.617], [-6.934, 7.457, 2.994], [-5.862, 6.853, 4.328], [-7.711, 4.052, 1.883], [-6.596, 5.149, 1.046], [-8.088, 5.820, 1.660]],
  "atomic_forces_ev_per_a": [[0.0388, -1.1621, 1.7573], [-0.3468, 0.5489, -0.7358], [1.8113, 0.4317, -2.0882], [-0.6314, -0.8779, 0.5849], [-0.6632, -0.6550, 0.5029], [-1.4410, 1.0744, -0.5500], [0.3759, 0.5737, -0.3465], [0.3819, -0.3350, -0.4374], [-0.9647, 0.4222, -0.5033], [-0.8211, 0.1102, 0.0144], [-0.0604, -0.0950, 0.5752], [0.6684, 0.3283, 0.6731], [0.7787, 0.2297, 0.2903], [0.8950, -0.5477, -0.1265], [0.1365, 0.1120, 0.4388], [-0.0077, -0.3287, -0.1570], [1.1409, -0.0067, 1.5376], [-1.4558, 0.8384, -1.0895], [1.2242, -1.9632, -1.3321], [1.1280, 0.9778, 0.1478], [-0.5066, 1.4282, -0.3267], [0.7990, -2.2168, 1.5418], [0.6957, -0.2531, -0.6966], [0.5837, -0.0494, -0.0857], [-2.5272, -0.1355, -0.0707], [-0.0082, 0.0249, 0.0100], [-0.4819, 1.2222, 0.4206], [0.0573, -0.9792, -0.1815], [-0.2737, -0.4911, 0.7145], [-0.1764, 1.9524, 0.1442], [0.9103, -0.1584, -0.7766], [-1.0428, -0.2701, 0.0025], [0.2655, 0.3181, -0.6900], [-0.8916, -0.5142, 0.0189], [0.2641, -0.5802, 1.4560], [-1.4030, 0.2228, -0.6668], [1.0601, -0.0833, 0.1675], [-0.9720, -0.8726, 0.1112], [0.1859, 0.2981, -0.0246], [0.1781, -0.1651, 0.9013], [-0.1094, -0.5446, -0.2472], [0.5083, 0.0015, -0.3138], [0.1206, 0.6513, -0.1411], [0.0521, 0.2548, 0.2905], [0.2092, -0.2351, -0.3134], [-0.0333, 0.0954, 0.0564], [0.8555, 1.8585, 0.4456], [-0.3386, -0.8472, -0.5959], [0.7165, -0.3971, -0.9131], [-1.3280, -0.6973, -0.3798], [1.1204, 1.0195, 1.5433], [0.2182, -0.9662, -1.0378], [-0.1526, 0.0800, -0.2776], [-0.0711, 0.3010, 1.1859], [-0.0938, 0.4984, -0.0996], [0.2949, 0.4151, 0.0050], [-0.1602, -0.0733, 0.8172], [-0.1174, 0.4004, 0.3813], [0.0962, -0.9585, -0.2782], [0.6273, -0.3375, 0.2257], [-1.2436, 0.8836, -0.0936], [0.0476, 1.0184, -0.4688], [0.3314, -0.2614, -0.5943], [-0.1657, -0.6738, 0.1376], [-0.6795, -1.2924, 1.1556], [-0.6434, 0.1049, -1.0884], [-0.2217, -0.5579, 1.3681], [1.7900, -0.6778, -1.1036], [-2.0213, -1.4943, -0.0128], [-0.5762, -0.8831, 0.7829], [0.1636, 0.4155, -0.3518], [0.4207, 0.3727, -0.2764], [0.7544, 0.4219, -0.2715], [0.1839, 0.3949, -0.1337], [0.2336, 0.9011, 0.1630], [0.3216, 0.0531, -0.1899], [-0.2645, 0.7382, 0.0642], [0.6484, 0.8836, -0.3175], [-0.5971, 0.6176, 0.0372], [0.7102, -0.0471, 0.3760], [-0.5253, -0.8463, 0.1375], [-0.1524, 0.4239, 0.8031], [-0.2731, -0.1043, -1.2034], [-0.2463, 0.4211, 1.2187], [-0.4261, -0.2382, -0.8888], [-0.4924, 0.5571, 0.5896], [0.1149, -0.2897, -0.3092], [0.5072, 0.5663, -0.1574], [0.1934, -0.1085, -0.2986], [0.5036, 0.7764, -0.0073], [-0.4829, 0.0027, 0.2772], [1.0268, -0.8693, 0.3130], [-0.6987, 0.2567, -0.2713], [1.4664, -0.3006, -0.6176], [-0.6078, 0.0494, 0.5720], [-0.1388, -0.4113, -0.2015], [0.2510, 0.5064, 1.6300], [-1.6776, -0.5006, -3.0010], [0.2261, -0.8269, 1.2314], [0.8318, 0.5883, 1.1236], [-0.4956, 0.3283, -0.1427], [0.0489, -0.4010, -1.2626], [0.4196, 0.2572, 0.1048], [0.3183, 0.2671, 0.0309], [-0.2724, -0.0389, 0.0057], [0.3933, -0.0122, 0.3376], [-0.0193, 1.1742, -0.5004], [0.5899, -0.6359, 1.1695], [-0.4539, -0.0776, -0.9452], [-0.0051, 1.9286, 0.2279], [-0.4881, -0.7250, -0.0207], [0.0600, 0.5400, 0.1713], [0.4920, -0.5402, 0.4897], [-0.7519, 0.2203, -0.2288], [0.4978, -0.2763, -0.5310], [0.1148, -1.6176, 0.3628], [0.7110, 1.0743, -1.3484], [0.1363, -0.8028, -0.0382], [0.0425, 0.2699, 0.8285], [0.0780, 0.6084, 0.8758], [0.0375, 0.7028, 0.3756], [0.4790, -0.8438, -0.3522], [-0.7462, -0.7449, 1.1580], [-0.1288, 0.2649, -1.0200], [-0.2438, -0.5477, -0.4993], [-0.3079, 0.1202, 0.0296], [-0.0474, 0.8531, -0.7726], [-2.3239, 0.4734, 0.4264], [0.7744, -0.3452, -0.4201], [0.8376, 0.1149, 0.9935], [0.7349, -1.0400, 0.1157], [0.2064, 0.2588, 0.0017], [-0.1130, 0.0195, 1.0077], [-0.5792, 0.3612, -0.5834], [-0.3632, -0.7539, -0.4190], [0.9492, 0.1254, -0.4929], [0.4101, 2.3262, 0.4815], [-1.3228, -1.2205, -0.8746], [0.3194, 0.3120, 0.3940], [2.5099, 1.2092, 0.4785], [0.7514, -0.5890, 0.5412], [-0.2884, 0.0316, -0.2912], [-0.3214, -1.0729, -0.8106], [-1.5443, 0.4071, -0.0441], [-0.5439, -0.8803, 0.4906], [-0.1048, -0.6023, -0.3097], [0.3967, -0.7738, -0.0984], [-0.8747, -1.6709, -0.6423], [-0.0225, 0.1619, 0.2295], [2.2443, 0.9719, 0.7892], [-0.6210, -0.1761, 0.0379], [0.3846, 0.7666, -0.0942], [0.3872, 0.4819, 0.3288], [-0.9437, 0.5696, 0.3203], [0.0388, 0.2256, 0.3493], [-1.0904, -0.4233, -1.5239], [-0.4262, -0.1203, -2.1523], [1.5145, -1.3675, -0.8896], [-0.4529, 1.0681, 0.0546], [-0.9764, 0.4829, -0.1017], [0.3239, 0.1794, -0.0854], [-0.2342, -0.5182, 0.3551], [0.3677, 0.6746, 2.0411], [-0.1014, 0.3342, 0.4971], [-0.0223, -0.3478, 0.6085], [-0.0236, -0.3494, -0.1519], [0.3928, -0.5608, 1.3057], [1.0395, 1.4308, 0.2770], [-0.6138, -1.2612, -1.0918], [-2.0246, 1.4384, 1.3884], [-0.0349, -0.2576, -0.4305], [-0.4890, -0.0408, -0.6988], [0.4726, 0.0262, 0.0470], [0.4671, -0.2845, -0.9840], [0.5500, 0.0888, -0.0983], [0.0095, -0.6391, 0.1961], [0.6915, 0.1891, 0.1364], [0.8349, 0.0949, 0.5984], [-1.6365, 0.3476, -0.8431], [1.8742, -0.0763, -0.0360], [-0.1199, -0.0512, 0.5083], [-0.0506, 0.2482, -0.3048], [-0.6375, -0.4934, 0.3492], [-0.5601, -0.1729, 0.1770], [-0.2167, 0.1460, 0.1444], [-0.1586, -0.2081, -0.6652], [-1.2703, -1.4608, -0.3941], [-1.4486, 0.6813, -0.9765], [0.5437, -0.0611, 0.1765], [0.5364, 1.9855, 0.1404], [0.3356, 0.7137, -0.3554], [0.6763, 0.6077, 0.6611], [0.2793, -0.7063, 0.4169], [0.2956, -0.0438, 0.7045], [-0.3412, -0.5028, -0.6737], [0.1619, -1.0834, 0.0606], [0.4434, -0.5468, -0.2453], [-0.8051, -0.4491, -1.6246], [0.3805, 1.0320, 1.4618], [-0.0928, -1.1855, 0.3228], [-0.2051, 0.3712, 0.3704], [-0.4555, 0.5450, -0.0176], [0.4133, -0.3927, 0.1414], [0.1719, 0.4098, -1.0708], [0.1284, 0.1389, 0.2444], [-0.0566, 0.0563, 0.3223], [-1.0158, 1.3299, 0.2693], [-0.7953, -1.1112, 0.5806], [0.3300, 0.2894, 0.1180], [2.1391, 1.7692, -1.6820], [0.4658, -0.0257, 0.8504], [1.2134, -0.7731, -0.4370], [-0.6476, 0.0629, -0.1706], [-0.5060, -0.8029, -0.3364], [-0.9760, -0.1739, 0.3381], [-0.2794, -0.6611, 0.4410], [-1.1489, 0.3582, 1.2967], [0.6566, -1.9579, -3.5160], [-0.3185, 0.5615, 0.0544], [-0.3287, -0.1563, 1.3976], [0.4193, -0.2069, -1.6588], [0.3951, 0.8536, -0.0631], [1.3422, -0.2312, 0.8434], [-0.9800, 0.3812, -0.6686], [-0.0848, -0.8773, 0.2054], [1.3873, -0.8644, -1.7430], [0.0700, -0.1371, 0.5864], [-0.6025, 0.4484, -0.1862], [-0.0018, 0.4310, -0.3937], [1.1463, -0.3152, -0.5178], [-0.2781, 0.1529, 0.0440], [-0.4057, -0.3384, 1.1673], [0.1992, 0.1716, 0.1155], [-0.1259, -0.2732, -0.1890], [-0.0932, 0.9803, 0.0990], [-1.0190, -0.1274, 0.0125], [-0.1127, 0.0821, 0.3674], [0.1117, -1.2889, 0.8289], [0.6748, 0.5541, 0.4015], [-0.1486, 0.1345, 0.6929], [-0.2356, 0.1973, 0.2112], [0.0525, 0.5710, 0.3141], [-0.6578, 0.4499, 0.9420], [-0.0885, 0.2947, -0.1446], [0.3577, 0.0743, -0.7183], [-0.4603, 0.2958, -0.0975], [0.9949, -0.6624, -1.2757], [0.3424, -1.1820, 2.3226], [-0.7273, -0.2970, -0.4493], [-0.7006, 0.2948, -0.5364], [0.4731, 0.8944, -0.3403], [1.3272, 1.3741, -0.4773], [-0.5623, 0.3645, -1.6634], [0.1161, 0.0646, 0.5686], [-0.0533, -0.3827, -2.0043], [1.1913, 0.3815, -0.1935], [0.6502, 0.4767, 0.5116], [-0.0934, 0.7299, -0.4383], [-0.0393, -0.2740, -0.0437], [0.5491, 0.0433, -0.3777], [-0.2012, 0.1116, 0.1989], [-0.2905, 0.1582, -0.3165], [-0.2022, 0.0108, -0.1644], [-0.4521, -0.0072, 1.4080], [0.1351, -1.1329, 0.0094], [-0.6821, -0.6135, -0.2351], [0.1833, -0.8169, 1.1545], [-0.1725, 0.6693, 0.1398], [-1.1337, -0.1082, 0.9226], [0.7044, -0.4067, 0.3747], [0.2280, 0.2968, 0.5951], [-0.3090, 0.0242, -0.0567], [-0.2378, -0.1459, 0.3802], [-0.3951, -0.1736, 0.0279]],
  "mulliken_charge": [-1.02, 0.08, -0.65, 2.68, -0.61, -0.16, 0.26, 0.23, 0.42, 0.57, -0.13, -1.37, -0.69, -0.16, 0.51, 0.11, -0.99, -0.22, -0.60, -0.52, -0.24, -0.50, 0.38, 0.36, 0.32, 0.43, 0.23, 0.24, 0.42, -0.05, 0.44, 0.22, -1.37, 1.48, 1.01, -1.38, 0.15, -0.83, -0.14, 0.86, 0.22, -0.82, -0.81, 0.42, 0.55, 0.10, 0.34, 0.32, -0.48, -0.15, -0.42, -1.12, 0.53, 0.42, 0.06, -0.22, 0.54, 0.15, 0.37, 0.59, 0.24, 0.46, -0.43, -0.68, 0.00, -0.32, -0.55, -0.76, 0.33, -0.81, -0.80, 0.70, 0.31, 0.26, 0.35, 0.59, 0.25, -0.17, 0.40, 0.37, -0.77, -0.29, -0.37, 1.92, 0.17, -0.41, 0.25, 0.27, 0.28, 0.68, -0.32, -0.70, -1.11, -0.18, -0.25, 0.66, -1.37, 0.43, -0.52, 0.43, 0.39, 0.37, 0.20, -0.13, -0.65, 0.80, -0.06, 0.79, -0.53, -0.10, -0.12, -0.40, 0.41, 0.58, -0.21, -0.47, -1.70, 0.70, 0.49, -0.54, 0.42, 0.27, 0.24, 0.38, 0.37, -0.40, -1.36, 0.34, -0.43, 1.84, 0.21, 0.44, 0.24, -0.04, -0.79, -0.44, -1.27, 0.80, -0.50, 0.03, 0.18, 0.44, 0.32, 0.42, -0.71, 0.34, -1.14, 0.61, -0.60, 1.85, 0.32, 0.21, 0.40, -0.61, 0.52, -1.61, 0.69, 0.47, -0.39, -1.36, -0.38, 0.36, -0.37, 0.17, 0.40, 0.36, -0.34, 0.24, -0.63, -0.16, 0.47, -0.45, 0.49, 0.39, 0.42, -0.45, -0.85, 0.60, -0.59, 0.56, 0.37, 0.16, 0.10, -0.27, -0.46, 0.42, 1.04, 0.83, -0.06, 0.61, -0.10, -0.75, -1.06, -0.45, -0.34, -0.02, 0.05, 0.63, -0.47, -1.14, 0.59, -0.61, 0.02, 0.33, 0.25, 0.37, 0.08, 0.77, -0.61, -0.72, 0.40, -0.42, -0.04, 0.06, 0.20, 0.36, -0.93, 0.51, 0.72, -0.44, -0.87, 0.28, 0.32, -1.17, 0.26, -0.44, -1.09, 0.35, 0.40, -0.39, 0.11, 0.11, 0.20, 0.29, 0.47, -0.95, 0.40, 0.17, 0.47, 0.32, -0.41, 0.58, 0.29, 0.34, 0.31, -0.98, 0.35, 0.29, -0.97, -1.16, 0.71, -1.06, -0.96, 0.51, -0.96, -1.16, 0.34, 0.30, 0.27, 0.35, 0.40, 0.33, 0.43, -0.08, 0.47, 0.29, 0.26, 0.23, 0.15, 0.29, 0.35, 0.37, 0.24, 0.39],
  "homo_energy_ev": -8.1,
  "homo_lumo_gap_ha": 0.3093,
  "max_force_ev_per_a": 4.08,
  "spin_multiplicity": 1,
  "total_energy_ha": -5811.31696
}